(1)
{"formula": "C11H12N6O7", "method": "the ωB97M-V functional and the def2-TZVPD basis", "e_homo_ev": -8.05, "gap_ev": 5.51, "lumo_energy_ev": -2.536, "relative_energy_ev": 0.2089, "elements": ["C", "N", "C", "C", "O", "C", "C", "H", "H", "H", "H", "H", "H", "H", "H", "H", "H", "H", "O", "N", "C", "C", "N", "O", "C", "N", "O", "O", "C", "C", "N", "O", "O", "N", "C", "H"], "xyz": [[-1.73259, 0.00482, 2.82637], [-0.33196, 0.01426, 2.54075], [0.34584, -1.25562, 2.67376], [1.76534, -1.15046, 3.21541], [2.40414, 0.04292, 2.78127], [1.74667, 1.22545, 3.21541], [0.32151, 1.30112, 2.68348], [-2.02426, 0.89892, 3.39930], [-2.26941, 0.03440, 1.87327], [-2.02279, -0.90450, 3.37602], [-0.25622, -1.90582, 3.32255], [0.39797, -1.72736, 1.67742], [1.72687, -1.21287, 4.32156], [2.38706, -1.95638, 2.80178], [1.71598, 1.29112, 4.32147], [2.34948, 2.04245, 2.79598], [0.35152, 1.78618, 1.69257], [-0.28832, 1.93376, 3.34342], [-6.23659, -3.46326, -2.93539], [-5.89450, -2.59420, -2.15066], [-4.72257, -1.93688, -1.82936], [-5.00135, -1.04134, -0.78247], [-6.32487, -1.09529, -0.43887], [-6.85442, -2.04618, -1.26942], [-3.92531, -0.20219, -0.25404], [-4.18397, 0.91413, 0.65048], [-5.25206, 1.02653, 1.27876], [-3.24826, 1.75329, 0.76886], [-2.59384, -0.38439, -0.71092], [-2.40483, -1.25003, -1.80828], [-1.30622, -1.39867, -2.66122], [-0.19070, -0.90330, -2.67617], [-1.69708, -2.29718, -3.67678], [-2.99914, -2.70842, -3.51120], [-3.41938, -2.05816, -2.38220], [-1.75593, 0.19764, -0.34120]], "nbo_charge": [-0.382, -0.474, -0.222, -0.075, -0.523, -0.075, -0.224, 0.197, 0.163, 0.186, 0.187, 0.165, 0.159, 0.198, 0.158, 0.199, 0.172, 0.191, -0.333, 0.417, 0.012, 0.064, -0.040, -0.138, 0.084, 0.477, -0.323, -0.381, -0.128, 0.010, 0.418, -0.331, -0.132, -0.055, 0.089, 0.292]}



(2)
{"formula": "C8H14NO", "method": "the ωB97M-V functional and the def2-TZVPD basis", "e_homo_ev": -13.60, "gap_ev": 10.61, "charge": 1, "lumo_energy_ev": -2.985, "relative_energy_ev": 2.9465, "elements": ["C", "C", "C", "C", "C", "C", "C", "C", "N", "O", "H", "H", "H", "H", "H", "H", "H", "H", "H", "H", "H", "H", "H", "H"], "xyz": [[0.95594, 0.69646, -0.80889], [0.04673, 1.06980, 0.29303], [0.26235, -0.65682, -1.34240], [-3.78440, -0.16281, 0.70124], [-0.80515, 0.11140, 0.64328], [2.49685, 0.45249, -0.20968], [0.11829, 2.41958, 0.75346], [-0.35675, -2.35810, 0.42797], [-0.74055, -1.08760, -0.22997], [-4.47823, -1.04695, 0.49349], [-0.36521, -0.47688, -2.22932], [0.88936, -1.51293, -1.60807], [1.34363, 1.52457, -1.59414], [-1.76900, 0.27707, 1.21393], [2.74893, -0.46803, 0.31158], [2.35905, 1.25869, 0.53743], [3.10156, 0.48193, -1.12368], [0.38567, 3.16804, 0.04241], [0.98546, 2.66554, 1.42166], [-0.90098, 2.71967, 1.15722], [-0.56540, -3.21002, -0.25240], [0.74627, -2.25830, 0.82452], [-1.00103, -2.39857, 1.22452], [-1.67341, -1.20824, -0.64716]], "nbo_charge": [-0.264, 0.055, -0.211, 0.489, -0.126, -0.598, -0.683, -0.404, -0.367, -0.460, 0.228, 0.234, 0.279, 0.257, 0.214, 0.223, 0.232, 0.254, 0.264, 0.248, 0.239, 0.244, 0.220, 0.430]}



(3)
{"formula": "CH4NO3P", "method": "the ωB97M-V functional and the def2-TZVPD basis", "e_homo_ev": -10.83, "smiles": "NP(=O)=O.C=O", "gap_ev": 10.88, "lumo_energy_ev": 0.046, "relative_energy_ev": 0.9796, "elements": ["C", "N", "O", "O", "O", "P", "H", "H", "H", "H"], "xyz": [[1.48821, 1.01628, 0.40991], [-1.00536, -1.56303, -0.11865], [-1.56118, 0.95332, 0.52517], [-1.20201, 0.41762, -1.96129], [1.21231, 0.26789, -0.45577], [-1.18956, 0.00082, -0.58396], [2.49011, 1.05921, 0.86544], [0.80508, 1.59550, 0.97748], [-0.25157, -2.12221, -0.51285], [-0.78602, -1.62539, 0.85453]], "nbo_charge": [0.331, -1.179, -1.064, -1.028, -0.524, 2.384, 0.105, 0.147, 0.420, 0.408]}



(4)
{"formula": "C5H10NO4P", "method": "the ωB97M-V functional and the def2-TZVPD basis", "e_homo_ev": [-4.19, -8.65], "gap_ev": [4.86, 6.54], "spin_multiplicity": 3, "lumo_energy_ev": [0.672, -2.114], "elements": ["C", "C", "C", "C", "C", "N", "O", "O", "O", "O", "P", "H", "H", "H", "H", "H", "H", "H", "H", "H", "H"], "xyz": [[3.52671, 0.77963, -0.43533], [0.27832, -0.27599, -1.36812], [-0.59656, 2.24043, 0.23290], [0.73292, 0.09648, 0.00570], [0.35798, 1.18188, 0.69501], [0.27963, -2.34605, 1.29803], [3.64646, 0.77896, 0.70676], [3.42498, 0.79128, -1.57082], [2.50820, -1.89850, -0.21976], [0.82933, 1.43788, 1.94396], [1.92064, -1.06080, 0.84126], [0.99666, -0.99179, -1.77416], [0.23024, 0.57904, -2.04264], [-0.70869, -0.75002, -1.35161], [-0.84758, 2.12207, -0.81455], [-1.50669, 2.19595, 0.82927], [-0.14614, 3.21885, 0.39620], [-0.53991, -1.96920, 1.76102], [0.04942, -2.69786, 0.37148], [0.69242, -3.09682, 1.84439], [1.47238, 0.75050, 2.17805]], "nbo_charge": [1.049, -0.653, -0.653, -0.461, 0.285, -1.058, -0.539, -0.499, -0.985, -0.678, 1.189, 0.245, 0.224, 0.202, 0.219, 0.218, 0.226, 0.400, 0.401, 0.395, 0.472]}



(5)
{"formula": "C9H8O3", "method": "the ωB97M-V functional and the def2-TZVPD basis", "e_homo_ev": -8.34, "smiles": "O=C(CO)C(=O)c1ccccc1", "gap_ev": 8.26, "lumo_energy_ev": -0.078, "relative_energy_ev": 3.0831, "elements": ["C", "C", "C", "C", "C", "C", "C", "C", "C", "O", "O", "O", "H", "H", "H", "H", "H", "H", "H", "H"], "xyz": [[-2.88082, -0.66532, 0.04752], [-3.15149, 0.65382, -0.20845], [-1.57719, -1.17491, 0.07846], [-1.98988, 1.49638, -0.37586], [-0.54551, -0.33446, 0.17000], [-0.73558, 1.04137, -0.08711], [1.95760, 0.79844, -0.27933], [0.45700, 1.83267, -0.03189], [3.24420, -0.08967, 0.69285], [2.35409, 0.80485, -1.41488], [0.62549, 2.96137, 0.24114], [3.73961, -0.97511, -0.20145], [-3.66688, -1.35812, 0.20999], [-4.06528, 1.11367, -0.11841], [-1.45941, -2.19043, 0.09095], [-2.17237, 2.48458, -0.68214], [0.43240, -0.75567, 0.38837], [2.77705, -0.71074, 1.61083], [3.82144, 0.70190, 1.07258], [3.96267, -0.58758, -1.14320]], "nbo_charge": [-0.166, -0.212, -0.210, -0.111, -0.147, -0.231, 0.419, 0.587, -0.079, -0.590, -0.484, -0.719, 0.212, 0.218, 0.214, 0.218, 0.229, 0.176, 0.170, 0.505]}